Below is an isolated molecule of C19H19N3O3S3 in a non-equilibrium geometry, with properties calculated with ωB97M-V with the def2-TZVPD basis set.

Values from the calculation:
Molar mass = 433.58 g/mol
HOMO energy = -7.5 eV
E_LUMO = 0.517 eV
SMILES = CCOC(=O)c1cc(-c2ccccc2)sc1NC(=O)[C@@H](C)Sc1nnc(C)s1
ΔE to the lowest compared entry with this formula, charge and spin = 0.000 eV
Spin multiplicity = 1

Last column: Mulliken charge in e.
Positions of all 47 atoms, in Å:
S: -1.15 0.92 -0.94  -0.36
S: 4.21 0.55 -1.32  -0.23
S: 4.25 1.95 1.38  -0.20
O: -2.20 -3.62 0.57  -0.34
O: 1.27 1.04 -1.79  -0.70
O: -0.11 -3.46 -0.27  -0.79
N: 2.64 0.06 0.78  0.36
N: 2.32 0.40 2.02  -0.89
N: 0.71 -1.03 -1.14  0.08
C: 3.61 0.75 0.28  0.44
C: -2.72 -0.88 0.06  -1.04
C: -0.56 -0.68 -0.77  -0.09
C: 2.97 -0.66 -1.91  0.38
C: 3.03 1.35 2.51  0.50
C: -3.54 2.76 -0.42  -0.59
C: -1.27 -5.16 2.21  -1.10
C: 3.13 -0.85 -3.41  -1.54
C: -3.77 1.41 -0.12  1.24
C: -2.71 0.44 -0.27  0.64
C: -6.05 1.98 0.43  -0.65
C: 1.59 -0.11 -1.59  0.32
C: -1.50 -1.54 -0.22  -0.13
C: -1.97 -4.99 0.87  -0.25
C: -5.05 1.04 0.31  -0.41
C: 2.88 1.90 3.87  -1.00
C: -5.81 3.31 0.14  -0.49
C: -1.18 -2.95 0.02  0.86
C: -4.55 3.70 -0.29  -0.71
H: 4.14 -1.18 -3.64  0.44
H: -1.84 -4.68 3.00  0.30
H: 2.09 1.36 4.39  0.30
H: 2.43 -1.60 -3.76  0.39
H: 3.14 -1.59 -1.36  0.36
H: 3.81 1.80 4.43  0.30
H: -2.56 3.06 -0.76  0.30
H: 0.94 -2.00 -0.91  0.31
H: -6.59 4.04 0.24  0.38
H: -1.17 -6.22 2.44  0.38
H: -2.97 -5.44 0.89  0.30
H: -3.55 -1.40 0.49  0.61
H: 2.62 2.96 3.82  0.29
H: -7.03 1.68 0.77  0.38
H: -4.35 4.73 -0.53  0.38
H: -5.26 0.01 0.54  0.30
H: -1.38 -5.44 0.07  0.31
H: 2.93 0.09 -3.92  0.37
H: -0.28 -4.71 2.17  0.30

Below is an isolated molecule of C19H19N3O3S3, with properties calculated with ωB97M-V with the def2-TZVPD basis set.

Values from the calculation:
Molar mass = 433.58 g/mol
HOMO energy = -8.6 eV
E_LUMO = 0.248 eV
SMILES = CN(C(=O)CSc1ncnc2scc(-c3ccccc3)c12)[C@H]1CCS(=O)(=O)C1
ΔE to the lowest compared entry with this formula, charge and spin = 0.420 eV
Spin multiplicity = 1

Last column: Mulliken charge in e.
Positions of all 47 atoms, in Å:
S: 3.54 5.43 -0.02  -0.23
S: -3.63 -3.30 -0.73  1.10
S: 1.08 0.72 0.65  0.00
O: 0.72 -2.43 2.22  -0.68
O: -4.32 -2.04 -0.64  -0.64
O: -3.94 -4.14 -1.85  -0.70
N: 1.97 2.26 2.59  -0.42
N: 3.06 4.34 2.41  -0.61
N: -1.15 -1.57 1.31  0.14
C: 2.58 0.97 -1.98  -0.16
C: 2.44 3.10 0.42  0.15
C: 1.90 2.13 1.28  0.33
C: -2.00 -0.44 0.97  -1.12
C: -1.61 -2.91 0.94  -0.36
C: 2.55 3.34 3.09  -0.27
C: 1.12 0.34 -3.77  -0.51
C: 3.03 4.44 -1.35  -0.32
C: 0.05 -1.46 1.92  0.54
C: -3.77 -4.16 0.86  -0.79
C: 0.53 -0.05 2.21  -0.78
C: 1.01 2.56 -2.87  -0.61
C: 2.99 4.22 1.09  -0.17
C: 2.49 3.25 -1.00  0.28
C: -1.84 -3.03 -0.56  -0.85
C: 2.02 2.24 -1.96  0.43
C: 2.13 0.02 -2.88  -0.52
C: -2.90 -3.28 1.72  -0.69
C: 0.57 1.60 -3.77  -0.63
H: 0.77 -0.41 -4.47  0.43
H: -0.79 -3.57 1.25  0.50
H: -1.46 0.28 0.36  0.31
H: -2.35 0.06 1.88  0.33
H: -0.22 1.85 -4.47  0.41
H: -2.63 -3.76 2.66  0.41
H: 3.19 4.80 -2.35  0.53
H: -3.45 -2.37 1.95  0.37
H: 0.58 3.55 -2.86  0.48
H: 3.38 0.73 -1.29  0.45
H: 1.40 -0.10 2.87  0.55
H: 2.60 3.40 4.17  0.41
H: 2.58 -0.96 -2.88  0.42
H: -1.55 -2.14 -1.11  0.44
H: -1.37 -3.90 -0.99  0.34
H: -3.38 -5.17 0.72  0.34
H: -4.81 -4.20 1.19  0.47
H: -0.23 0.58 2.66  0.38
H: -2.86 -0.79 0.41  0.51

Below is a structure of composition C19H19N3O8P2RhS, with properties calculated with ωB97M-V with the def2-TZVPD basis set.

Values from the calculation:
Molar mass = 614.30 g/mol
HOMO energy = -10.8 eV
Net charge = +1
E_LUMO = -3.202 eV
ΔE to the lowest compared entry with this formula, charge and spin = 0.000 eV
Spin multiplicity = 1

Last column: Mulliken charge in e.
Positions of all 53 atoms, in Å:
Rh: -0.14 -0.22 0.73  0.21
S: 1.76 -0.15 -0.58  -0.35
P: 1.53 -2.26 2.43  0.49
P: 1.96 0.54 3.02  0.53
O: 2.84 -2.09 1.74  -0.88
O: 1.36 -3.69 3.09  -0.56
O: 0.24 -2.00 1.67  -0.38
O: 2.15 1.65 4.14  -0.57
O: 3.38 0.39 2.37  -0.59
O: 0.83 0.96 2.13  -0.53
O: -0.67 1.47 -0.19  -0.52
O: 0.26 -0.93 4.40  -0.51
N: -1.27 -1.32 -0.53  0.64
N: 0.31 2.07 -0.90  0.49
N: -1.92 -0.22 1.80  0.70
C: -2.87 -0.98 1.21  0.44
C: 1.56 -1.05 3.83  1.26
C: -2.52 -1.57 -0.05  0.16
C: -1.79 -2.65 -2.43  -1.11
C: 2.40 2.14 -1.98  -0.99
C: -4.40 -0.54 2.98  -0.58
C: 1.47 1.44 -1.19  1.09
C: -4.13 -1.18 1.75  0.48
C: 2.61 -1.44 4.87  -1.89
C: -0.92 -1.85 -1.69  0.02
C: -4.74 -2.57 -0.13  -0.93
C: -3.44 -2.36 -0.72  0.52
C: 0.92 4.01 -2.09  -0.77
C: 0.02 3.32 -1.33  -0.27
C: 2.13 3.40 -2.43  -0.17
C: -5.07 -2.00 1.05  -0.88
C: -3.44 0.24 3.56  -1.21
C: -3.05 -2.91 -1.95  -0.58
C: -2.19 0.38 2.94  -0.13
H: 0.08 -1.63 -2.03  0.47
H: 3.42 -0.51 1.92  0.44
H: -5.37 -0.66 3.44  0.46
H: -6.05 -2.16 1.48  0.44
H: 0.36 -0.67 5.33  0.35
H: 2.17 -4.21 3.03  0.38
H: 2.86 3.93 -3.03  0.41
H: -3.62 0.75 4.50  0.44
H: 2.31 -2.38 5.33  0.46
H: -0.94 3.69 -1.01  0.45
H: 3.33 1.64 -2.21  0.43
H: -3.73 -3.53 -2.51  0.45
H: 3.59 -1.57 4.41  0.41
H: 3.06 1.92 4.27  0.38
H: -1.40 0.98 3.37  0.60
H: 0.67 5.01 -2.42  0.43
H: -1.45 -3.06 -3.37  0.44
H: -5.45 -3.19 -0.66  0.43
H: 2.69 -0.68 5.64  0.53

Below is a cluster of 2 separate species, C19H19N5O6 in total in a non-equilibrium geometry, with properties calculated with ωB97M-V with the def2-TZVPD basis set.

Values from the calculation:
Molar mass = 413.39 g/mol
HOMO energy = -7.2 eV
E_LUMO = -2.564 eV
SMILES = O=[N+]([O-])c1cc([N+](=O)[O-])c2no[n+]([O-])c2c1.C(=C\N1CCCCC1)/c1ccccc1
ΔE to the lowest compared entry with this formula, charge and spin = 6.253 eV
Spin multiplicity = 1

Last column: Mulliken charge in e.
Positions of all 49 atoms, in Å:
O: -1.86 2.25 -0.67  -0.68
O: 3.17 4.91 -3.15  -0.55
O: 2.09 -1.41 -0.09  -0.58
O: 4.14 -0.71 -0.52  -0.59
O: 4.76 3.43 -2.85  -0.59
O: -0.77 3.94 -1.77  -0.19
N: 2.90 -0.53 -0.49  1.11
N: -1.70 -0.30 2.89  0.44
N: 3.57 3.81 -2.73  0.94
N: 0.51 4.23 -2.21  -0.53
N: -0.82 2.68 -1.14  0.83
C: -3.62 1.22 3.31  -0.66
C: -4.53 -0.01 3.41  -0.70
C: 0.48 2.16 -1.21  0.52
C: -2.57 -1.46 2.83  -0.73
C: 4.79 -0.31 3.21  -0.48
C: 2.50 -1.12 3.24  -0.16
C: 0.61 0.44 2.77  -0.68
C: 2.36 0.72 -0.96  -0.28
C: 0.98 0.95 -0.76  -0.52
C: 2.97 1.20 2.70  -0.41
C: 2.67 2.88 -2.06  -0.53
C: -2.16 0.87 3.62  -0.61
C: -0.37 -0.52 2.74  -0.03
C: 3.87 -1.35 3.39  -0.73
C: -4.01 -1.10 2.48  -0.73
C: 1.25 3.15 -1.86  0.84
C: 4.33 0.96 2.85  -0.58
C: 2.02 0.17 2.91  0.78
C: 3.19 1.67 -1.59  -0.53
H: -4.54 -0.38 4.44  0.33
H: -5.55 0.26 3.13  0.32
H: 5.05 1.77 2.68  0.39
H: 4.24 1.45 -1.72  0.66
H: -2.16 -2.15 2.09  0.42
H: -2.58 -1.97 3.82  0.33
H: 1.78 -1.93 3.35  0.23
H: -2.08 0.70 4.71  0.26
H: 2.61 2.18 2.38  0.38
H: 4.22 -2.36 3.63  0.37
H: -4.62 -2.01 2.56  0.35
H: -3.94 2.00 4.01  0.34
H: -0.10 -1.56 2.51  0.24
H: -1.52 1.73 3.38  0.31
H: 0.33 1.49 2.66  0.13
H: -4.06 -0.76 1.44  0.30
H: -3.68 1.63 2.30  0.26
H: 5.86 -0.50 3.34  0.37
H: 0.32 0.23 -0.29  0.66

Q: Among the records above, which one has the lowest HOMO energy?
A: C19H19N3O8P2RhS

Q: What is the HOMO energy in the second record?
A: -8.6 eV

Q: What is the spin multiplicity in the first record?
A: 1